Entry 1:
Here is C29H37As2CrN4O2S2 as an isolated structure from the Open Molecules 2025 dataset. Energies are from the ωB97M-V functional and the def2-TZVPD basis.

Positions of all 77 atoms, in Å:
H -0.767 4.943 -2.362
C 3.771 -5.580 2.325
C 2.958 -3.385 1.759
H 1.014 -2.759 3.899
H 3.752 -3.919 3.682
C -0.767 -1.140 -4.143
C -3.340 1.488 5.109
H 3.442 2.654 -1.967
C -3.024 -1.144 2.420
C 2.151 -0.652 -3.442
C -4.244 -0.575 5.960
H 3.142 -1.237 1.501
H -3.566 2.936 -0.393
H -1.477 -2.336 4.067
C 2.659 -1.960 2.151
H -0.839 -2.024 -3.513
O -0.604 2.227 0.497
C 2.664 -3.833 0.473
H 3.121 4.361 -2.351
N -2.113 2.142 -1.648
C -3.956 -1.196 4.753
H 3.676 -7.047 0.767
C -0.906 -0.984 1.180
C -0.808 -1.727 3.464
H 0.119 -3.465 2.552
C 2.918 -5.147 0.119
H -4.157 1.250 7.078
C 0.084 4.817 -1.695
H 2.070 -1.569 -4.022
N -1.549 -1.290 2.271
C 0.812 2.906 -3.970
H 1.244 4.966 -4.433
O -2.351 2.842 1.772
H 0.790 5.628 -1.870
H 2.577 -0.877 -2.467
H -1.762 -0.722 -4.286
H -0.345 -1.419 -5.106
C -3.057 0.872 3.900
H 2.245 -3.147 -0.256
As 0.381 0.148 -3.269
H 0.996 4.665 -6.859
H 0.407 2.450 -7.783
C -3.931 0.765 6.138
C 2.828 3.519 -1.726
N 1.200 -1.721 2.107
C 0.524 2.577 -6.715
H -3.113 2.537 5.242
H -4.212 -2.241 4.608
As 0.964 3.127 -2.051
S -1.675 -0.597 -0.281
C 0.394 -2.525 3.036
C 0.492 1.649 -4.494
C 0.853 3.822 -6.197
Cr -0.240 1.165 -1.032
C 3.510 -4.263 2.683
H -0.246 4.845 -0.659
S 1.452 -0.043 0.081
C 0.606 -0.983 1.206
H -2.768 1.413 -1.924
H 2.981 -1.765 3.174
H -0.533 -0.850 4.053
H 2.958 3.778 -0.676
H 2.695 -5.492 -0.882
C -1.840 2.615 0.707
H 0.096 0.528 -6.293
H -3.371 -0.563 1.570
H -2.620 1.451 3.093
C 0.347 1.492 -5.869
H 4.208 -6.257 3.046
N -2.572 2.789 -0.481
H -4.717 -1.134 6.756
C 0.995 3.987 -4.827
H -2.076 2.811 -2.413
H 2.794 0.049 -3.971
C 3.472 -6.022 1.046
C -3.359 -0.476 3.725
H -3.456 -2.145 2.356

Atomic forces in eV per Å
-0.02 -0.02 0.03
0.01 0.00 0.00
0.00 -0.02 0.02
0.01 -0.01 -0.01
0.00 0.00 0.00
-0.04 0.03 0.03
-0.02 -0.03 0.01
0.00 -0.01 0.00
-0.04 -0.01 0.03
-0.04 -0.01 0.01
-0.01 -0.02 0.00
0.00 -0.02 -0.02
-0.03 -0.04 0.02
-0.01 0.00 0.01
0.02 0.03 0.04
0.01 0.00 0.01
-0.12 -0.04 0.27
-0.01 0.02 0.00
0.01 0.00 0.00
0.24 -0.21 0.03
0.00 -0.03 0.00
0.00 0.00 0.00
-0.03 0.16 0.17
0.03 -0.03 -0.01
-0.01 0.00 0.01
0.00 -0.01 -0.02
0.00 -0.01 0.00
0.04 -0.01 -0.01
0.00 0.01 -0.01
0.06 0.09 -0.11
-0.01 0.02 0.01
0.00 0.00 0.00
0.05 0.36 -0.21
-0.01 0.01 -0.01
-0.03 -0.01 0.01
0.00 0.00 -0.01
-0.01 -0.01 -0.01
0.05 -0.09 -0.02
0.00 0.00 0.00
0.07 -0.03 -0.32
0.00 0.00 0.00
0.00 0.00 0.00
0.00 0.02 0.01
-0.01 -0.05 0.02
-0.05 -0.04 -0.15
0.00 0.01 -0.01
0.01 0.00 -0.01
0.00 0.00 0.01
0.17 0.07 -0.10
-0.13 -0.23 -0.18
-0.03 0.01 0.00
0.00 -0.02 0.05
0.00 -0.01 -0.01
-0.59 0.22 0.15
0.00 0.01 0.01
0.01 -0.02 0.01
0.35 0.00 0.00
0.05 0.05 0.16
-0.05 -0.03 0.00
0.00 0.02 0.00
-0.01 0.01 -0.01
-0.01 0.00 0.01
0.00 0.01 0.01
0.09 -0.12 -0.27
0.01 -0.01 0.00
0.01 0.00 -0.01
-0.06 -0.15 0.24
0.00 0.00 0.00
0.00 0.00 0.00
0.02 0.14 0.05
0.00 0.00 0.00
-0.01 0.01 0.01
0.07 0.04 -0.05
0.02 0.00 0.01
0.00 0.00 0.00
-0.01 -0.01 0.09
0.01 0.00 0.00

Calculated values
total charge = +2
DFT total energy = -212486.885 eV
orbital gap (spin up / spin down) = 0.255 / 0.251 Ha
2S+1 = 4


Entry 2:
Here is a 5-piece molecular cluster, C30H37O3S overall from the Open Molecules 2025 dataset. Energies are from the ωB97M-V functional and the def2-TZVPD basis.

Positions of all 71 atoms, in Å:
C 5.429 -0.697 -0.144
H -3.145 -1.997 4.042
H 4.597 -4.422 -3.198
C -3.462 1.816 -3.546
C 2.095 -1.430 2.454
H 0.860 -3.825 4.592
C 2.219 -4.354 -0.768
C 3.333 -3.967 -1.514
C -3.515 1.069 -4.723
H -3.617 -0.012 -4.676
C 0.445 0.334 3.819
C 4.006 0.849 -1.979
C -3.735 3.715 2.524
H -3.526 1.318 -2.583
H 0.788 1.143 4.630
C -3.309 3.097 -6.020
C 3.731 -4.725 -2.616
H -2.437 -2.406 2.341
C 5.469 -1.014 -1.502
H -4.564 3.411 -0.761
H 0.128 -0.601 4.452
O 1.159 -2.451 2.934
S -2.322 0.030 2.858
H -3.254 3.596 -6.984
C 4.754 -0.244 -2.419
O -2.761 0.095 1.342
C 3.969 1.167 -0.622
H 4.642 0.636 1.355
H 3.201 -1.669 2.835
C 3.018 -5.871 -2.969
H -4.030 5.485 3.717
C -4.852 5.184 0.431
H 1.730 0.737 1.847
H 3.452 1.451 -2.695
H -5.029 6.789 1.857
C -3.326 3.203 -3.607
H -1.265 -2.144 3.833
C -0.790 1.064 3.008
H -3.297 3.145 3.338
C 1.902 -6.254 -2.226
H -3.575 2.104 1.102
O -3.496 0.730 3.636
H 3.388 2.020 -0.280
C -4.707 5.764 1.690
C -3.250 3.844 -4.843
C 1.501 -5.495 -1.127
H 5.984 -1.299 0.571
C -4.146 5.031 2.736
H -3.147 4.924 -4.890
H 4.781 -0.494 -3.476
C -4.446 3.866 0.220
H 0.630 -5.792 -0.550
H 6.057 -1.861 -1.845
H 3.889 -3.076 -1.238
H 1.667 -2.136 5.035
C 1.605 -2.989 4.230
H 3.332 -6.464 -3.824
H 2.677 -3.485 4.188
C -3.890 3.132 1.267
H -5.283 5.757 -0.386
C -2.231 -1.756 3.312
H -3.279 3.785 -2.689
C 1.751 0.112 2.853
H 2.171 -1.511 1.266
C 4.676 0.392 0.296
H -0.397 1.195 1.887
C -3.436 1.709 -5.959
H 1.344 -7.145 -2.504
H 1.911 -3.766 0.092
H 2.700 0.526 3.448
H -3.474 1.127 -6.876

Atomic forces in eV per Å
-0.10 0.12 -0.11
1.96 0.76 -1.53
-0.11 -0.04 0.07
0.00 0.04 -0.13
1.32 0.32 -1.00
1.28 1.82 -0.89
0.05 -0.07 -0.12
-0.09 -0.16 -0.01
0.02 0.21 -0.01
0.02 0.16 0.01
-0.10 1.70 0.27
0.12 -0.12 0.10
-0.04 0.25 0.09
0.04 0.08 -0.10
-0.58 -1.81 -1.57
0.00 -0.07 0.18
-0.15 -0.06 0.11
0.65 1.69 1.89
-0.05 0.18 0.04
-0.02 0.02 0.11
0.72 1.58 -1.46
1.90 0.18 1.24
-2.99 4.41 -3.08
0.00 -0.06 0.11
0.00 0.07 0.19
1.51 -1.04 3.57
0.07 -0.10 -0.04
-0.03 -0.03 -0.14
-2.32 0.27 -0.67
-0.07 0.10 0.14
-0.01 -0.05 -0.11
0.03 -0.04 0.10
-0.39 -1.19 2.20
0.06 -0.10 0.12
0.03 -0.09 -0.04
-0.01 -0.04 -0.13
-1.56 1.13 -1.12
1.15 -2.32 -0.87
-0.06 -0.08 -0.23
0.12 0.15 0.04
0.00 0.08 0.17
3.51 -2.87 -0.96
0.06 -0.16 -0.04
0.02 -0.07 -0.07
-0.03 -0.22 -0.03
0.14 0.02 -0.08
-0.09 0.07 -0.09
-0.03 -0.15 -0.30
-0.02 -0.14 0.01
-0.01 0.03 0.13
0.05 0.21 0.33
0.14 0.06 -0.08
-0.08 0.11 0.05
-0.14 -0.14 -0.04
-0.23 -1.58 -1.46
0.24 -0.16 0.69
-0.04 0.07 0.09
-2.00 0.99 -0.24
-0.03 0.02 -0.15
0.01 -0.03 0.08
-1.38 -2.50 0.74
0.01 -0.11 -0.13
1.01 0.02 0.63
-0.48 -0.01 2.56
0.04 -0.05 -0.18
-1.26 -0.60 2.20
-0.01 0.09 0.13
0.07 0.12 0.03
0.01 -0.07 -0.10
-1.89 -0.88 -1.24
0.00 0.08 0.12

Calculated values
total charge = -1
DFT total energy = -48682.935 eV
orbital gap = 0.216 Ha


Entry 3:
Here is Cl2H2NO3P as an isolated structure from the Open Molecules 2025 dataset. Energies are from the ωB97M-V functional and the def2-TZVPD basis.

Positions of all 9 atoms, in Å:
Cl 2.123 1.123 0.626
O 1.181 1.436 -0.716
O -1.014 1.168 -1.871
Cl 0.308 -2.406 0.853
P -0.231 0.706 -0.760
N -0.850 0.414 0.757
H -0.212 -0.363 1.298
H -1.663 -0.037 0.518
O 0.357 -2.041 -0.705

Atomic forces in eV per Å
0.51 -0.04 0.50
0.96 1.51 0.36
-1.90 1.59 -1.02
0.32 -0.53 -0.99
1.21 -3.28 -0.54
3.82 -0.09 2.51
-2.01 2.85 -1.71
-2.95 -1.35 -0.19
0.04 -0.67 1.07

Calculated values
total charge = 0
DFT total energy = -41992.830 eV
orbital gap (spin up / spin down) = 0.249 / 0.291 Ha
2S+1 = 3


Entry 4:
Here is C2F6HgNO3S2 as an isolated structure from the Open Molecules 2025 dataset. Energies are from the ωB97M-V functional and the def2-TZVPD basis.

Positions of all 15 atoms, in Å:
C -2.021 1.482 -0.794
C 2.107 -0.281 1.074
F -1.288 2.151 0.088
F -3.265 1.944 -0.741
Hg 0.379 -1.223 -2.062
S 0.403 -1.045 0.832
F 2.730 -0.766 2.135
O 0.692 -1.986 -0.322
F -1.535 1.699 -2.012
O 0.362 -1.738 2.134
O 1.106 0.504 -1.963
S -2.043 -0.349 -0.565
N -1.149 -0.557 0.802
F 1.991 1.024 1.229
F 2.876 -0.606 0.019

Atomic forces in eV per Å
0.11 -0.27 0.11
1.10 0.33 -0.42
-0.05 -0.40 -0.11
-0.31 0.24 -0.08
-2.23 -1.41 -4.09
-2.65 -3.85 4.44
-0.54 -0.02 -0.08
0.60 -2.10 3.90
0.04 0.55 -0.51
0.84 0.99 -1.99
1.56 4.18 -0.68
0.62 0.03 -0.05
1.25 0.90 -0.31
0.04 0.25 -0.34
-0.37 0.58 0.20

Calculated values
total charge = 0
DFT total energy = -51848.474 eV
orbital gap (spin up / spin down) = 0.268 / 0.269 Ha
2S+1 = 2